{
  "formula": "C27H45Br2F9O11",
  "method": "ωB97M-V with the def2-TZVPD basis set",
  "symbols": ["C", "C", "Br", "C", "Br", "C", "C", "C", "F", "F", "C", "F", "F", "C", "F", "F", "C", "F", "F", "F", "C", "O", "O", "C", "O", "H", "H", "H", "H", "H", "C", "O", "C", "C", "O", "C", "H", "H", "H", "H", "H", "H", "H", "H", "H", "H", "C", "O", "C", "C", "O", "C", "H", "H", "H", "H", "H", "H", "H", "H", "H", "H", "C", "O", "C", "C", "O", "C", "H", "H", "H", "H", "H", "H", "H", "H", "H", "H", "C", "O", "C", "C", "O", "C", "H", "H", "H", "H", "H", "H", "H", "H", "H", "H"],
  "positions_angstrom": [[2.48137, 0.39311, -0.42125], [1.27678, 0.28389, -1.34519], [1.24497, 1.89341, -2.47785], [-0.07531, 0.20715, -0.62352], [-1.35632, -0.86023, -1.63908], [-0.01724, -0.21713, 0.80344], [0.19466, -1.37108, 1.43418], [0.49558, -2.69100, 0.77923], [-0.68062, -3.30267, 0.49524], [1.13416, -2.48829, -0.38381], [1.28740, -3.74185, 1.60274], [1.27888, -4.86461, 0.85088], [0.64922, -4.00938, 2.74663], [2.78529, -3.44834, 1.87051], [3.42007, -3.15252, 0.73303], [3.30368, -4.58430, 2.36437], [3.11794, -2.34212, 2.90729], [2.38859, -2.45923, 4.01090], [2.92877, -1.12736, 2.36977], [4.41761, -2.46401, 3.22432], [0.01526, -1.07175, 2.90021], [-0.27843, -1.76073, 3.82958], [0.15728, 0.31860, 3.03492], [-0.24954, 0.85050, 1.84474], [-0.72590, 1.93633, 1.66623], [3.31397, 0.79909, -0.97673], [2.27434, 1.07464, 0.39604], [2.74581, -0.59665, -0.07425], [1.39636, -0.53031, -2.03644], [-0.49641, 1.19932, -0.62811], [5.16401, 3.57615, -2.15167], [4.11567, 4.02028, -1.31101], [4.47257, 4.05529, 0.06139], [4.75126, 5.46519, 0.52918], [5.92499, 5.99102, -0.06959], [5.65591, 6.90108, -1.12069], [4.84487, 3.72483, -3.18174], [6.08418, 4.14037, -1.98038], [5.35830, 2.50851, -1.99638], [5.33719, 3.41277, 0.25374], [3.62261, 3.65921, 0.62841], [4.91417, 5.45329, 1.61179], [3.88971, 6.10684, 0.32285], [5.23071, 7.83018, -0.72623], [4.97198, 6.47288, -1.85776], [6.60203, 7.12971, -1.60802], [-4.08739, -6.87081, 2.51639], [-4.26582, -6.05452, 1.37359], [-5.27076, -5.06601, 1.54196], [-4.67059, -3.70296, 1.79860], [-4.01926, -3.64678, 3.05897], [-2.61036, -3.73379, 2.95618], [-3.20831, -7.48961, 2.34457], [-3.92841, -6.27239, 3.41698], [-4.95379, -7.52491, 2.66215], [-5.95043, -5.33890, 2.35423], [-5.84981, -5.02893, 0.61366], [-5.47348, -2.95892, 1.81320], [-3.97833, -3.43902, 0.99301], [-2.21022, -2.82714, 2.49849], [-2.30650, -4.60319, 2.36679], [-2.20561, -3.82622, 3.96150], [-1.95757, -4.04089, -3.29506], [-3.03902, -3.35652, -3.90189], [-2.92193, -3.26284, -5.31364], [-3.81953, -4.25852, -6.01175], [-3.39120, -5.59291, -5.78928], [-4.17427, -6.27925, -4.82935], [-2.20818, -4.18772, -2.24515], [-1.78372, -5.01692, -3.75479], [-1.04348, -3.44019, -3.35497], [-1.88352, -3.40574, -5.62580], [-3.22515, -2.25057, -5.59956], [-3.77635, -4.07771, -7.09052], [-4.85531, -4.12507, -5.68681], [-5.17602, -6.48186, -5.22314], [-4.25749, -5.71247, -3.89871], [-3.68262, -7.22784, -4.62132], [0.97761, 7.13166, 3.02806], [0.03044, 7.94806, 2.36595], [0.26198, 8.05338, 0.96960], [-0.68541, 7.17964, 0.17949], [-0.42631, 5.80309, 0.39805], [-1.35712, 5.18326, 1.27158], [0.63535, 6.99431, 4.05228], [1.06680, 6.15215, 2.55063], [1.95920, 7.61843, 3.04848], [1.29840, 7.79772, 0.72986], [0.09796, 9.09910, 0.68996], [-0.53764, 7.37525, -0.88774], [-1.72212, 7.42339, 0.42869], [-2.33616, 5.09591, 0.78723], [-1.46288, 5.73970, 2.20669], [-0.98406, 4.18598, 1.49073]],
  "forces_ev_per_angstrom": [[-0.32, 0.01, -0.40], [0.26, 0.60, 0.03], [-0.09, -0.17, -0.06], [-0.10, -0.19, -0.26], [-0.01, 0.12, 0.03], [-0.03, 0.00, -0.39], [0.12, 0.44, 0.23], [-0.85, -0.17, 0.56], [-0.05, -0.08, -0.04], [0.22, 0.05, -0.20], [0.08, -0.25, -0.57], [0.06, 0.05, -0.03], [0.10, 0.05, -0.06], [0.01, -0.13, 0.71], [0.04, 0.11, -0.26], [0.00, -0.15, 0.07], [0.71, -0.16, 0.12], [0.28, 0.09, -0.21], [-0.11, -0.13, 0.18], [-0.56, 0.23, -0.08], [-0.07, -0.65, 0.90], [0.57, 0.80, -1.01], [-0.99, 0.15, 0.36], [-0.11, 0.45, -0.59], [0.78, -1.04, 0.49], [0.26, 0.04, -0.11], [0.07, 0.06, 0.28], [0.08, -0.11, 0.33], [-0.01, -0.30, -0.19], [-0.21, 0.24, 0.12], [-0.08, 0.02, 0.00], [0.16, -0.01, -0.01], [-0.33, -0.01, -0.07], [0.25, -0.02, 0.15], [-0.08, 0.02, -0.11], [0.05, -0.02, 0.03], [-0.05, -0.01, 0.01], [0.02, -0.03, 0.02], [0.07, 0.01, 0.00], [0.05, 0.03, 0.00], [0.01, 0.01, 0.02], [-0.04, 0.00, 0.00], [-0.04, -0.02, -0.03], [-0.04, 0.01, -0.05], [-0.03, 0.02, 0.01], [0.03, 0.00, 0.04], [0.02, 0.00, -0.05], [0.00, -0.01, 0.12], [0.09, -0.06, -0.28], [-0.15, 0.11, 0.25], [0.06, -0.08, -0.08], [-0.16, -0.11, 0.07], [-0.01, 0.00, -0.05], [-0.03, -0.01, 0.02], [0.00, 0.01, 0.06], [0.01, 0.01, 0.04], [-0.02, 0.02, 0.02], [0.00, -0.01, -0.04], [0.02, -0.02, -0.02], [0.04, 0.01, -0.06], [0.03, 0.03, -0.03], [-0.03, 0.06, 0.03], [-0.02, 0.01, 0.06], [0.10, -0.07, 0.02], [-0.20, 0.19, 0.12], [0.19, -0.13, -0.20], [-0.07, 0.02, 0.11], [0.04, -0.01, -0.04], [-0.02, 0.04, 0.01], [0.01, 0.02, -0.04], [0.05, -0.08, -0.02], [0.02, -0.04, -0.01], [0.01, -0.01, -0.03], [-0.02, 0.03, 0.01], [-0.01, 0.02, 0.04], [-0.03, 0.02, 0.05], [-0.03, 0.00, 0.00], [0.02, 0.00, -0.04], [-0.04, 0.03, 0.02], [0.09, -0.10, -0.02], [-0.20, 0.21, 0.12], [0.19, -0.17, -0.18], [-0.07, 0.03, 0.13], [0.08, -0.03, -0.06], [-0.02, 0.04, 0.00], [0.03, 0.00, -0.01], [0.03, -0.05, -0.01], [0.02, -0.04, -0.02], [0.02, -0.01, -0.02], [-0.02, 0.03, 0.01], [-0.01, 0.02, 0.04], [-0.03, 0.02, 0.06], [-0.03, 0.03, -0.02], [-0.03, 0.09, -0.05]],
  "mulliken_charge": [-0.810, 0.114, -0.127, -1.128, -0.059, 0.584, 0.978, 0.972, -0.196, -0.311, 0.305, -0.337, -0.215, 0.591, -0.255, -0.304, 0.546, -0.230, -0.130, -0.290, -0.030, -0.440, -0.310, -0.161, -0.614, 0.444, 0.145, -0.006, 0.508, 0.685, -0.867, -0.213, -0.368, -0.402, -0.403, -0.664, 0.260, 0.367, 0.311, 0.403, 0.227, 0.404, 0.137, 0.305, 0.279, 0.243, -0.792, -0.330, -0.553, -0.260, -0.443, -0.385, 0.240, 0.346, 0.328, 0.322, 0.394, 0.414, 0.061, 0.014, 0.331, 0.297, -0.751, -0.319, -0.538, -0.522, -0.372, -0.687, 0.158, 0.421, 0.328, 0.338, 0.390, 0.376, 0.321, 0.326, 0.290, 0.241, -0.661, -0.382, -0.261, -0.581, -0.246, -0.467, 0.259, 0.268, 0.307, 0.093, 0.373, 0.379, 0.341, 0.304, 0.332, 0.022],
  "homo_lumo_gap_ha": 0.26841,
  "smiles": "C[C@H](Br)[C@@H](Br)C1=C(C(F)(F)C(F)(F)C(F)(F)C(F)(F)F)C(=O)OC1=O.COCCOC.COCCOC.COCCOC.COCCOC"
}